DFT (wB97M-V/def2-TZVPD) results for C31H49BF3Li2MgNO21P as an isolated structure.

Output
Gap between HOMO and LUMO ... 0.723 eV
DFT total energy ... -3726.21964 Eh
HOMO ... -8.12 eV

ORCA input file:
```
! RIJCOSX wB97M-V def2-TZVPD def2/J DEFGRID3
* xyz 1 1
P -1.586 1.237 1.075
Mg -8.501 -7.255 0.875
F 1.652 4.425 0.115
F 1.734 3.044 1.775
F 3.094 2.815 0.106
O 6.340 7.398 8.604
O 0.699 -4.726 -1.848
O -6.466 -5.510 2.254
O 3.704 5.752 1.233
O -2.298 2.465 0.382
O -1.315 1.342 2.511
O -4.539 -6.664 1.553
O -7.721 -0.978 -2.116
O -5.465 -3.834 -1.740
O -6.497 -6.633 0.068
O 2.968 0.014 -2.414
O -3.904 -7.345 3.621
O -7.071 -6.319 -2.099
O -1.889 -10.625 5.363
O 3.906 5.193 -4.150
O 6.495 6.216 6.786
O -2.596 0.054 0.748
O 4.089 3.941 2.541
O -6.253 -5.884 4.451
O -5.217 -4.685 0.326
O 5.424 -2.805 -3.928
N 0.526 -2.542 -2.563
C -1.724 -9.628 4.526
C 4.465 5.458 4.426
C 2.580 5.647 -4.411
C -5.881 -5.996 3.302
C -1.724 3.778 0.574
C 2.402 -0.671 -4.677
C 0.389 -1.485 -0.478
C -0.070 0.935 0.166
C -5.666 -4.678 -0.927
C 1.545 4.585 -4.096
C 2.500 -1.204 -1.897
C -6.503 -5.958 -1.129
C 3.011 0.170 -3.770
C 0.957 -1.278 -1.876
C 3.508 4.629 1.585
C 5.095 4.633 3.334
C -2.829 4.814 0.653
C 2.480 -0.393 -6.045
C 6.083 6.364 7.959
C -2.999 -0.259 -0.592
C 3.162 0.693 -6.498
C -3.436 -1.715 -0.607
C -4.621 -6.766 2.866
C 0.581 -0.408 0.561
C 2.476 3.719 0.884
C 5.258 5.278 8.618
C 3.790 1.522 -5.574
C 3.707 1.266 -4.221
C 0.693 -3.524 -1.595
C 0.886 -2.921 -0.220
C -6.650 -0.072 -1.894
B -5.657 -5.863 1.039
Li -6.385 -6.747 6.153
Li 0.697 -6.162 -3.003
H 5.719 5.233 2.674
H 4.066 4.430 -4.712
H 3.863 6.268 4.013
H 1.857 -1.546 -4.352
H 5.955 -2.700 -3.133
H 1.633 -0.258 0.802
H 0.269 -3.494 0.470
H -3.821 0.395 -0.876
H 2.499 5.962 -5.457
H -7.350 -1.864 -2.173
H 4.193 1.917 -3.508
H -3.242 -2.199 -1.561
H 5.118 4.441 7.935
H 5.705 3.835 3.748
H -0.685 -1.631 -0.629
H 0.534 4.953 -4.273
H -2.681 -9.051 4.363
H 3.224 0.897 -7.555
H -7.068 0.930 -1.846
H -4.491 -1.815 -0.375
H 0.606 1.724 0.481
H -0.434 -2.495 -2.888
H 4.351 2.378 -5.923
H 5.243 5.886 5.057
H -2.539 5.635 1.301
H 1.980 -1.047 -6.743
H 2.917 -2.065 -2.427
H -2.891 -2.222 0.191
H -3.093 5.192 -0.331
H -2.191 -0.068 -1.299
H 1.624 4.284 -3.049
H 4.287 5.682 8.903
H 0.118 -0.756 1.486
H 4.765 -2.103 -3.884
H 1.937 -2.988 0.059
H 5.765 4.931 9.517
H -1.056 3.993 -0.260
H 3.817 4.838 5.047
H 2.897 -1.237 -0.884
H 2.435 6.525 -3.784
H -1.459 -9.900 3.480
H 0.640 -0.390 -2.417
H -6.143 -0.292 -0.950
H -5.927 -0.116 -2.715
H 1.710 3.689 -4.699
H -1.045 -8.812 4.864
H -0.198 1.028 -0.912
H -3.721 4.357 1.077
H -1.123 3.793 1.482
*
```